A 3-piece molecular cluster, C12H21N3 overall. Source: the OMol25 dataset; level of theory: the ωB97M-V functional and the def2-TZVPD basis.

The geometry in XYZ format:
```
36
Properties=species:S:1:pos:R:3:mulliken_charge:R:1
N -22.15029 26.35870 -10.21710 -0.4081
N -12.76447 27.40861 -12.49403 -0.4949
N -11.76030 30.63255 -14.46401 -0.3699
C -16.20390 29.24000 -12.44110 -1.0238
C -13.21807 28.48062 -12.19702 0.3097
C -9.02888 31.31659 -16.81579 -0.3919
C -22.02590 27.23417 -10.94263 0.2067
C -9.75389 30.08911 -16.11278 -0.4433
C -10.89547 30.40326 -15.21583 0.1823
C -19.81626 27.88505 -13.14770 -1.1024
C -20.53567 28.83281 -12.20788 -0.2986
C -9.88987 32.14166 -17.68794 -1.1052
C -21.95380 28.42801 -11.83018 -0.4474
C -15.03599 30.15334 -12.85604 -0.2686
C -13.82358 29.81349 -11.98339 -0.7942
H -13.02718 30.55737 -12.00569 0.3863
H -9.01127 29.56520 -15.51102 0.2890
H -10.16815 29.37338 -16.82287 0.2806
H -17.07318 29.71786 -11.98934 0.3542
H -10.64406 31.62329 -18.28005 0.3095
H -14.01734 29.91989 -10.91604 0.4158
H -15.32813 31.15715 -12.54764 0.2707
H -22.50494 29.22359 -11.32879 0.2919
H -8.24234 30.95506 -17.47818 0.3284
H -20.35042 27.56773 -14.04329 0.3659
H -22.50658 28.14588 -12.72625 0.2854
H -20.49739 29.78792 -12.73170 0.3169
H -19.52737 26.95470 -12.65873 0.3350
H -8.51701 31.94316 -16.08538 0.2784
H -16.55861 28.69908 -13.31841 0.1875
H -14.77134 30.06205 -13.90948 0.3263
H -15.87886 28.52341 -11.68681 0.3180
H -18.88235 28.23247 -13.58952 0.1983
H -9.16533 32.65603 -18.31926 0.3205
H -19.96825 29.02911 -11.29816 0.2745
H -10.50475 32.82858 -17.10643 0.3166
```

Calculated values
orbital gap = 0.42644 hartree
structure (SMILES) = CCCC#N.CCCC#N.CCCC#N
E_HOMO = -10.9 eV
electronic energy = -634.0464 a.u.
relative energy (zero: lowest compared OMol25 entry of this formula, charge and spin) = 108.0 kJ/mol